ORCA calculation (ωB97M-V/def2-TZVPD) on a molecular structure, C22H45N2OP3SeTi.

As for the HOMO-LUMO gap (alpha / beta): 6.463 / 4.904 eV. As for the spin multiplicity: 2. The calculation puts the total energy at -5323.86536 hartree. The calculation puts the energy above the lowest of the compared OMol25 structures with the same formula, charge and spin at 54.4 kJ/mol. Its total charge is +3. The value obtained for the highest occupied orbital energy (alpha / beta) is -15.90 / -15.89 eV.

Geometry as XYZ:
```
75
Properties=species:S:1:pos:R:3:forces:R:3
Se 4.042 -0.330 1.175 1.47 0.57 1.43
Ti 2.345 -0.923 -0.328 -2.41 2.32 1.73
P 2.065 0.619 -2.136 -0.55 -0.15 -0.85
P -1.974 -0.262 -2.622 -0.73 -0.44 -0.42
P -2.501 1.530 1.748 -0.54 0.69 0.25
O -1.490 -0.549 0.562 3.66 -6.37 -0.96
N 3.448 2.118 2.587 -0.87 -0.90 0.54
N 2.295 0.463 3.419 0.54 0.88 -0.84
C 2.034 1.582 4.191 0.13 -0.34 -0.16
C -1.865 -2.553 1.796 -0.73 -0.62 0.22
C 4.295 2.928 1.739 0.71 0.77 -0.38
C -1.291 -1.919 0.661 -0.85 4.26 -0.26
C 2.706 -2.778 -0.196 0.63 -2.01 -1.26
C -3.225 2.270 0.287 -0.15 0.45 -0.03
C -1.926 -1.661 -3.837 0.41 -0.14 -0.11
C 1.611 0.042 -3.782 -0.02 0.03 -0.52
C 1.597 -0.773 3.668 -0.28 -0.72 0.61
C 3.716 1.375 -2.242 0.29 0.36 -0.08
C 3.176 0.788 2.426 -0.72 1.40 0.88
C -2.428 -3.798 1.624 0.10 0.20 1.42
C -3.396 1.990 3.221 -0.42 0.49 0.44
C -1.460 -3.987 -0.575 1.22 0.80 -0.34
C 2.884 -2.314 -1.583 0.89 -1.56 -0.16
C -0.806 2.115 1.900 0.41 0.36 -0.02
C 0.805 1.806 -1.613 -0.25 0.72 -0.04
C -2.927 0.868 -3.711 0.22 0.37 -0.05
C -0.848 -2.740 -0.424 -0.54 -0.98 -0.61
C 2.748 2.610 3.689 0.32 -0.50 -0.53
C -2.267 -4.512 0.437 -0.70 -0.36 -0.33
C -3.421 -0.846 -1.638 -0.04 -0.15 0.15
H -2.255 0.157 1.364 -0.84 0.18 1.17
H 3.798 1.878 -3.221 0.13 -0.06 0.46
H -2.995 -4.234 2.449 0.17 0.08 -0.30
H -3.963 2.911 2.988 0.18 -0.38 0.37
H -0.189 1.320 -1.683 0.58 0.10 -0.16
H -0.658 2.977 1.235 0.13 -0.15 0.29
H -0.132 -2.431 -1.188 -0.53 0.39 0.01
H 0.820 2.708 -2.247 -0.06 -0.21 0.31
H -3.122 -1.160 -0.636 -0.40 0.02 -0.40
H 1.927 -1.002 -3.910 0.01 0.36 -0.06
H -2.239 1.490 -4.294 -0.27 -0.01 -0.06
H 4.500 0.600 -2.167 -0.35 0.31 -0.16
H 1.522 -0.849 4.763 0.00 -0.32 -0.43
H 0.519 0.086 -3.916 0.44 0.07 0.09
H 4.980 3.514 2.368 -0.16 -0.28 -0.22
H -2.794 -5.466 0.298 0.39 0.44 0.07
H 3.711 3.642 1.134 0.04 -0.41 0.30
H -2.171 -2.597 -3.321 0.11 0.11 -0.22
H 2.836 3.619 4.049 0.11 0.12 -0.14
H -2.678 2.197 4.034 -0.45 -0.09 -0.31
H 2.275 -2.654 -2.410 -0.46 0.12 0.05
H 2.149 -1.631 3.280 0.01 0.15 0.07
H -4.248 1.878 0.177 0.28 0.25 -0.05
H -3.239 3.363 0.423 -0.15 -0.32 -0.27
H 3.907 -2.222 -1.949 0.15 -0.08 0.18
H -2.629 2.000 -0.600 -0.20 0.08 0.31
H 0.570 -0.769 3.265 0.43 0.16 -0.04
H -3.573 1.508 -3.104 0.12 0.08 -0.20
H 0.937 2.089 -0.560 0.20 0.12 -0.24
H -1.282 -4.553 -1.489 0.05 0.05 0.28
H -3.537 0.257 -4.385 -0.02 0.42 0.15
H -0.586 2.397 2.937 0.00 0.00 -0.33
H -4.137 -0.022 -1.552 -0.01 -0.32 0.01
H 3.632 -2.930 0.358 -0.35 -0.39 0.09
H -3.868 -1.693 -2.169 -0.25 0.27 0.19
H -0.144 1.294 1.592 -0.08 0.27 0.05
H 1.841 -3.361 0.135 0.19 -0.17 -0.23
H 4.877 2.283 1.073 -0.11 0.17 0.24
H 3.881 2.096 -1.419 -0.14 -0.28 -0.46
H 2.110 0.668 -4.535 -0.26 -0.23 0.07
H -0.937 -1.765 -4.305 -0.31 -0.05 0.02
H 1.386 1.504 5.051 0.10 0.14 -0.06
H -4.092 1.198 3.538 0.21 0.35 -0.15
H -2.675 -1.454 -4.619 0.37 -0.42 0.30
H -1.982 -1.998 2.726 -0.17 -0.09 -0.32
```
Forces are in eV/Å.

ORCA calculation (ωB97M-V/def2-TZVPD) on a single C5H8N2 molecule.

As for the HOMO-LUMO gap: 10.874 eV. As for the SMILES: C[C@@]1(CC#N)CN1. As for the spin multiplicity: 1. The calculation puts the total energy at -304.78250 hartree. The calculation puts the energy above the lowest of the compared OMol25 structures with the same formula, charge and spin at 139.1 kJ/mol. The value obtained for the highest occupied orbital energy is -9.99 eV.

Geometry as XYZ:
```
15
Properties=species:S:1:pos:R:3:forces:R:3
N -2.831 -0.532 0.975 0.69 0.66 -0.62
N 1.381 1.071 0.196 0.20 0.04 0.15
C -2.073 0.120 0.392 -0.69 -0.55 0.48
C 0.385 -1.109 -1.014 0.10 0.06 0.01
C 0.847 0.147 1.196 -0.11 -0.18 0.44
C 0.299 0.149 -0.171 -0.19 -0.15 0.14
C -1.030 0.893 -0.294 0.00 0.08 -0.01
H 1.364 -1.593 -0.941 -0.09 0.13 0.03
H -1.324 1.072 -1.333 0.08 -0.08 0.12
H 1.473 -0.710 1.442 -0.16 0.19 0.15
H -0.365 -1.817 -0.636 0.16 0.12 -0.11
H 2.333 0.767 0.046 -0.01 -0.12 -0.90
H -0.925 1.867 0.195 -0.07 -0.14 -0.06
H 0.305 0.602 2.018 -0.04 -0.15 0.00
H 0.161 -0.928 -2.072 0.12 0.09 0.18
```
Forces are in eV/Å.

ORCA calculation (ωB97M-V/def2-TZVPD) on a molecular structure, C36H31GaN2O14P.

As for the HOMO-LUMO gap: 4.039 eV. As for the spin multiplicity: 1. The calculation puts the total energy at -4819.32114 hartree. Its total charge is -1. The value obtained for the highest occupied orbital energy is -4.65 eV.

Geometry as XYZ:
```
85
Properties=species:S:1:pos:R:3:forces:R:3
Ga 3.808 2.295 -6.050 1.26 0.44 -0.15
P 1.552 1.692 -5.653 -0.35 -0.43 0.98
O 3.194 4.944 7.472 0.00 0.08 0.03
O 1.264 -1.381 -0.318 -0.01 -0.06 0.17
O -3.580 -8.740 -3.292 0.01 -0.02 0.02
O -8.797 -0.741 -2.667 -0.04 0.00 -0.01
O -0.623 2.190 -0.687 -0.10 -0.03 0.04
O 0.677 3.070 -5.240 0.05 -1.80 -0.15
O -6.342 -4.291 -5.728 0.00 -0.06 -0.01
O -3.469 -2.335 -2.487 -0.11 -0.08 0.04
O -0.664 -4.341 -3.660 0.05 0.05 0.06
O 0.870 1.212 -7.124 -0.53 1.70 0.99
O 7.424 2.810 7.617 0.01 -0.03 0.01
O -0.482 2.839 10.640 -0.01 0.00 0.02
O 4.401 1.134 3.611 0.06 -0.12 0.04
O 2.442 3.864 3.290 -0.12 0.07 0.03
N 4.102 2.255 -7.990 -0.25 -0.04 0.66
N 1.306 0.551 -4.566 0.10 0.68 -0.71
C 0.518 4.212 1.988 -0.16 0.04 -0.08
C -0.704 -6.666 -3.318 0.00 -0.24 0.05
C 2.065 5.042 9.531 -0.11 0.01 0.19
C 1.141 4.510 10.328 0.16 0.15 -0.04
C 0.180 -1.595 -0.821 0.04 0.12 -0.20
C -6.999 -2.236 -2.914 0.12 -0.12 -0.03
C 1.571 3.275 7.782 -0.15 -0.16 0.01
C 5.506 3.164 6.300 0.00 -0.11 -0.10
C -0.229 -0.934 -2.081 0.04 0.13 -0.02
C 0.647 2.744 8.580 0.12 0.01 -0.17
C -8.133 -2.788 -5.484 -0.16 0.14 0.01
C -2.912 -7.730 -3.376 -0.12 -0.08 0.00
C -2.804 -5.307 -3.729 -0.23 -0.09 -0.04
C 1.320 1.844 0.593 0.17 -0.01 0.09
C 7.083 1.216 5.925 -0.02 -0.15 -0.14
C -2.377 -2.106 -1.996 0.12 0.13 -0.19
C -0.251 3.794 0.986 0.03 0.19 0.16
C 0.090 2.576 0.213 -0.02 -0.14 -0.13
C -8.749 -1.894 -4.713 0.01 -0.11 -0.20
C 6.731 2.432 6.695 0.04 0.09 0.08
C 1.745 3.476 2.371 0.14 -0.07 0.02
C -1.439 -7.771 -3.224 0.19 0.10 0.00
C 2.088 2.261 1.600 -0.09 -0.03 -0.16
C -0.780 -2.531 -0.187 -0.15 -0.16 0.07
C -6.384 -3.130 -3.685 -0.01 0.05 0.13
C -1.969 -2.767 -0.734 0.09 -0.06 0.15
C 4.744 2.744 5.291 0.01 0.10 0.20
C 6.323 0.795 4.916 0.19 -0.04 0.11
C -1.419 -1.176 -2.626 -0.02 -0.04 0.07
C 0.361 3.321 9.913 -0.11 -0.08 0.07
C -1.331 -5.349 -3.575 0.00 0.14 -0.05
C -3.538 -6.414 -3.637 0.04 0.17 0.00
C 5.095 1.526 4.525 -0.10 0.05 -0.09
C -6.902 -3.474 -5.027 0.08 -0.07 -0.01
C -8.230 -1.552 -3.369 -0.01 0.09 0.13
C 2.351 4.463 8.198 0.06 0.02 -0.12
H -1.736 -0.704 -3.547 0.02 0.02 -0.01
H 5.265 4.046 6.874 0.00 0.05 0.02
H 0.286 5.099 2.565 0.04 0.00 0.02
H 3.361 2.823 -8.381 -0.10 0.21 -0.30
H -5.480 -3.636 -3.372 0.03 0.06 0.02
H 7.982 0.696 6.229 0.01 0.03 0.03
H 0.373 -6.674 -3.211 0.01 0.05 -0.01
H 2.985 1.739 1.898 0.04 0.00 0.06
H 0.066 1.876 8.295 -0.03 0.00 0.04
H 0.806 -0.180 -5.057 -0.38 -0.34 0.25
H 6.562 -0.091 4.341 -0.04 0.01 -0.03
H -1.002 -8.744 -3.035 -0.04 -0.02 0.00
H 1.795 2.871 6.803 0.03 0.04 -0.01
H 0.735 3.641 -5.993 0.08 0.95 -0.66
H 0.485 -0.251 -2.534 0.01 0.02 -0.14
H 4.087 3.777 -5.485 -0.25 -0.05 -0.10
H 3.842 1.315 -8.265 0.10 -0.23 -0.25
H 2.646 5.910 9.815 0.03 0.00 -0.04
H -1.153 4.315 0.690 0.00 -0.03 -0.05
H -9.649 -1.381 -5.027 0.00 0.03 0.04
H -8.496 -3.053 -6.469 0.04 -0.03 -0.01
H -0.461 -3.002 0.734 0.04 0.02 -0.01
H 3.846 3.265 4.987 0.00 0.01 -0.10
H 1.555 0.957 0.016 -0.01 0.02 -0.03
H 1.249 0.376 -7.330 0.52 -1.09 -0.40
H -6.631 -1.970 -1.932 0.01 0.04 -0.01
H -3.240 -4.334 -3.920 0.06 0.01 -0.01
H -4.615 -6.405 -3.750 -0.01 -0.03 -0.04
H 0.917 4.915 11.306 -0.03 -0.03 0.01
H 4.819 1.255 -5.363 -0.32 -0.07 -0.07
H -2.687 -3.447 -0.289 -0.03 0.01 -0.03
```
Forces are in eV/Å.

ORCA calculation (ωB97M-V/def2-TZVPD) on 2 unconnected molecules or ions with the total composition C4H9O3.

As for the HOMO-LUMO gap: 8.704 eV. As for the spin multiplicity: 1. The calculation puts the total energy at -383.57985 hartree. The calculation puts the energy above the lowest of the compared OMol25 structures with the same formula, charge and spin at 70.1 kJ/mol. Its total charge is -1. The value obtained for the highest occupied orbital energy is -4.58 eV.

Geometry as XYZ:
```
16
Properties=species:S:1:pos:R:3:forces:R:3
O -1.299 -1.952 2.156 -0.34 -0.47 0.33
O -0.072 -0.502 0.979 0.10 0.21 0.27
O 1.226 -1.114 -0.992 0.64 -1.65 -0.28
C 1.394 0.142 -1.514 -0.27 0.43 -0.86
C -1.256 0.400 2.814 -0.61 -1.80 -1.34
C 0.407 0.455 -2.667 -1.91 -0.17 1.51
C -0.849 -0.836 1.915 0.27 0.84 0.35
H 0.741 -1.151 -0.102 -0.08 0.84 -0.64
H 0.549 -0.071 -3.605 0.57 0.30 -0.20
H -1.590 1.090 2.043 0.19 0.65 0.40
H -0.607 0.128 -2.355 0.45 -0.29 0.15
H 0.193 1.523 -2.718 0.70 0.28 -0.73
H 1.288 0.895 -0.724 0.05 0.14 -0.17
H -0.390 0.708 3.384 -0.06 0.34 0.16
H 2.384 0.230 -1.997 0.15 0.00 0.52
H -2.117 0.054 3.383 0.16 0.35 0.52
```
Forces are in eV/Å.

ORCA calculation (ωB97M-V/def2-TZVPD) on a single C5H10N2S molecule.

As for the HOMO-LUMO gap: 9.160 eV. As for the SMILES: C/C=C(C)\N=C/NS. As for the spin multiplicity: 1. The calculation puts the total energy at -704.06009 hartree. The calculation puts the energy above the lowest of the compared OMol25 structures with the same formula, charge and spin at 429.8 kJ/mol. The value obtained for the highest occupied orbital energy is -8.53 eV.

Geometry as XYZ:
```
18
Properties=species:S:1:pos:R:3:forces:R:3
S -2.549 -0.124 -0.905 0.66 0.50 -0.25
N -2.102 -0.258 0.700 2.73 -1.33 -0.98
N 0.356 -0.939 1.106 -3.64 1.65 -1.52
C -0.982 -0.835 1.280 4.77 0.34 2.77
C 0.948 0.793 -0.522 2.09 1.75 -2.39
C 0.700 2.137 0.235 -4.11 -2.76 -0.48
C 0.951 -0.482 -0.206 -3.14 -3.19 2.83
C 1.261 -1.825 -0.891 2.74 -0.89 -0.57
H 0.434 -2.283 -1.595 1.64 1.29 1.35
H -1.796 0.986 -1.016 -0.27 0.06 -0.81
H 1.424 2.845 -0.056 0.82 0.84 0.25
H 0.424 1.979 1.306 1.11 0.25 -0.62
H 2.322 -1.550 -1.499 -2.85 -1.55 1.26
H 1.458 -2.727 0.036 -0.37 3.03 -2.99
H -1.092 -1.005 2.406 -0.89 -0.17 -1.61
H 1.378 0.971 -1.578 -0.59 -0.10 1.57
H -2.788 -0.163 1.351 -2.45 0.34 1.89
H -0.346 2.478 -0.153 1.75 -0.06 0.31
```
Forces are in eV/Å.

ORCA calculation (ωB97M-V/def2-TZVPD) on a molecular structure, C29H33As2CoN2O5.

As for the HOMO-LUMO gap (alpha / beta): 7.506 / 8.024 eV. As for the spin multiplicity: 2. The calculation puts the total energy at -7464.67783 hartree. Its total charge is +1. The value obtained for the highest occupied orbital energy (alpha / beta) is -11.47 / -11.47 eV.

Geometry as XYZ:
```
72
Properties=species:S:1:pos:R:3:forces:R:3
As 0.251 -3.373 -0.059 -0.12 0.04 -0.10
As -3.191 -1.229 -0.076 -0.03 0.22 -0.13
Co -0.287 0.738 0.123 -0.04 -0.15 -0.14
O 5.678 2.865 0.053 0.00 0.00 0.00
O -0.150 2.568 -0.012 -0.03 0.07 -0.01
O 4.052 4.369 -0.115 -0.01 -0.01 -0.01
O -1.849 -0.228 0.141 0.02 -0.16 0.27
O 1.315 4.263 -0.135 0.01 0.01 -0.01
N 1.627 0.809 0.234 0.05 0.14 0.05
N 2.689 0.002 0.341 0.00 0.04 -0.06
C 4.510 3.135 0.018 0.00 0.01 0.02
C -5.901 -0.484 -0.588 -0.01 0.02 0.01
C -2.617 -2.137 2.547 0.05 -0.05 0.00
C -0.031 -6.149 0.746 -0.01 -0.01 0.01
C -7.010 0.344 -0.504 0.00 -0.01 -0.01
C 1.044 3.087 -0.028 -0.04 -0.01 0.00
C -5.702 1.988 0.678 0.00 0.00 -0.01
C 0.657 -5.281 -0.301 0.00 0.00 0.03
C -2.860 -3.419 -1.951 0.05 0.00 0.01
C 1.521 -3.032 1.418 -0.05 -0.06 0.05
C -2.772 -3.942 -3.233 -0.01 0.00 0.01
C -4.697 -0.066 -0.032 -0.04 -0.03 -0.02
C 3.497 2.038 0.129 0.01 -0.02 -0.01
C -3.268 -2.467 1.365 0.04 0.01 0.00
C -3.149 -2.069 -1.784 0.01 -0.01 -0.01
C 1.063 -1.938 2.381 -0.02 -0.01 0.05
C -2.698 -3.000 3.629 0.00 0.00 0.00
C -6.908 1.576 0.129 0.00 0.01 0.01
C 1.301 -2.715 -1.607 0.03 -0.19 -0.06
C -3.354 -1.242 -2.886 0.02 0.00 -0.02
C 0.692 -1.525 -2.334 0.03 0.09 0.01
C -4.017 -3.633 1.260 -0.02 -0.01 0.01
C 2.101 2.042 0.105 0.06 0.03 0.00
C 3.830 0.705 0.281 -0.01 0.00 -0.01
C -3.425 -4.179 3.524 -0.01 0.00 0.01
C -2.961 -3.118 -4.335 -0.01 0.00 0.00
C -3.251 -1.771 -4.164 0.00 0.00 0.00
C -4.587 1.166 0.603 0.00 0.02 -0.01
C -4.087 -4.493 2.345 -0.01 0.00 0.00
H 1.353 -3.561 -2.297 0.03 0.01 0.02
H -3.590 -0.193 -2.753 0.00 0.00 0.01
H 3.067 4.422 -0.133 0.00 0.01 0.01
H 1.346 -1.170 -3.133 -0.01 0.00 0.00
H 2.569 -0.993 0.459 0.00 -0.01 0.02
H 0.212 -2.284 2.969 0.03 -0.01 -0.04
H 4.801 0.243 0.349 -0.01 0.00 0.00
H -7.774 2.220 0.190 0.00 0.00 0.00
H -4.663 -5.406 2.272 0.00 0.01 0.00
H -5.978 -1.440 -1.094 0.00 0.00 0.00
H -3.642 1.487 1.020 0.00 0.00 0.00
H -2.888 -3.529 -5.333 0.00 0.00 0.00
H 0.218 -7.201 0.611 0.00 0.00 0.00
H -7.950 0.030 -0.936 0.00 0.00 0.00
H 0.728 -1.031 1.867 0.03 -0.04 0.02
H 0.524 -0.680 -1.658 0.00 0.01 -0.06
H -2.556 -4.993 -3.371 0.00 0.01 0.00
H -5.626 2.952 1.162 0.00 0.00 0.00
H -4.548 -3.875 0.347 0.00 0.00 0.00
H 2.332 -2.525 -1.299 -0.01 0.04 0.00
H -3.402 -1.133 -5.024 0.00 0.00 0.00
H -2.692 -4.056 -1.093 0.02 0.01 0.00
H -2.196 -2.752 4.555 0.00 0.00 0.00
H -1.118 -6.052 0.687 0.01 0.01 0.00
H 0.323 -5.551 -1.305 -0.01 0.02 0.01
H -0.270 -1.777 -2.778 -0.06 -0.02 0.04
H -3.486 -4.850 4.370 0.01 0.00 -0.01
H 0.265 -5.874 1.761 0.01 0.01 0.00
H -2.041 -1.223 2.618 -0.03 0.00 -0.01
H 1.853 -1.652 3.078 0.00 0.00 0.01
H 1.741 -5.409 -0.277 0.00 -0.02 0.00
H 1.602 -3.975 1.961 0.07 0.02 0.01
H 2.518 -2.852 1.003 0.02 -0.02 0.02
```
Forces are in eV/Å.

Please write out number 2 again, unchanged.
ORCA calculation (ωB97M-V/def2-TZVPD) on a single C5H8N2 molecule.

As for the HOMO-LUMO gap: 10.874 eV. As for the SMILES: C[C@@]1(CC#N)CN1. As for the spin multiplicity: 1. The calculation puts the total energy at -304.78250 hartree. The calculation puts the energy above the lowest of the compared OMol25 structures with the same formula, charge and spin at 139.1 kJ/mol. The value obtained for the highest occupied orbital energy is -9.99 eV.

Geometry as XYZ:
```
15
Properties=species:S:1:pos:R:3:forces:R:3
N -2.831 -0.532 0.975 0.69 0.66 -0.62
N 1.381 1.071 0.196 0.20 0.04 0.15
C -2.073 0.120 0.392 -0.69 -0.55 0.48
C 0.385 -1.109 -1.014 0.10 0.06 0.01
C 0.847 0.147 1.196 -0.11 -0.18 0.44
C 0.299 0.149 -0.171 -0.19 -0.15 0.14
C -1.030 0.893 -0.294 0.00 0.08 -0.01
H 1.364 -1.593 -0.941 -0.09 0.13 0.03
H -1.324 1.072 -1.333 0.08 -0.08 0.12
H 1.473 -0.710 1.442 -0.16 0.19 0.15
H -0.365 -1.817 -0.636 0.16 0.12 -0.11
H 2.333 0.767 0.046 -0.01 -0.12 -0.90
H -0.925 1.867 0.195 -0.07 -0.14 -0.06
H 0.305 0.602 2.018 -0.04 -0.15 0.00
H 0.161 -0.928 -2.072 0.12 0.09 0.18
```
Forces are in eV/Å.